(1)
{"formula": "C6H10NO", "method": "ωB97M-V/def2-TZVPD", "homo_lumo_gap_ev": [5.4, 5.4], "homo_energy_ev": [-1.3, -1.3], "total_charge": -1, "e_tot_ha": -364.45089, "relative_energy_kj_mol": 272.88, "e_lumo_ev": [4.11, 4.11], "elements": ["C", "C", "C", "C", "C", "C", "N", "O", "H", "H", "H", "H", "H", "H", "H", "H", "H", "H"], "xyz": [[-0.932742, -1.681338, -0.086700], [0.250838, -1.121423, -0.185570], [-2.076456, -0.747480, 0.179295], [0.391089, 0.310138, 0.077923], [0.597661, 1.164412, -1.174153], [1.420836, 0.535798, 1.186814], [-1.556933, 0.567970, 0.707965], [-2.118316, 1.538755, 0.116827], [-1.148410, -2.839081, -0.372531], [1.166502, -1.617091, -0.224176], [-2.511922, -0.484606, -0.715827], [-2.817972, -1.226479, 0.872291], [1.616949, 0.872893, -1.587708], [0.505702, 2.241363, -0.934226], [-0.150471, 0.894679, -1.827868], [2.193853, -0.231174, 1.075871], [0.686043, 0.607004, 2.071260], [1.891871, 1.603613, 1.215759]], "atomic_forces_ev_per_a": [[-1.3392, -2.7566, -0.9551], [-0.2089, 1.1203, 0.6825], [1.1477, -0.7031, 1.8515], [-0.9356, 1.0895, -0.2511], [1.9441, -0.3728, 2.1703], [-1.8929, 2.6264, 0.4575], [2.1744, -1.2003, 0.9973], [-0.6537, 0.9994, -0.7669], [0.6112, 2.6681, 0.9437], [1.5064, -1.6259, -0.6033], [-1.5711, 0.4268, -2.2079], [0.4122, 0.6066, -0.4160], [-0.9310, 0.7330, 0.0821], [0.2256, -0.4803, -0.1625], [-1.6356, -0.3645, -1.8726], [0.0307, 0.0095, 0.9583], [1.7041, -0.9883, -0.3802], [-0.5884, -1.7878, -0.5278]], "lowdin_charge": [-0.120, -0.176, -0.245, -0.450, -0.092, -0.108, -0.217, -0.311, 0.120, 0.061, 0.054, 0.100, 0.082, 0.073, 0.024, 0.044, 0.080, 0.080]}

(2)
{"formula": "C20H22N4O2S2", "method": "ωB97M-V/def2-TZVPD", "homo_lumo_gap_ev": 6.9, "homo_energy_ev": -7.9, "total_charge": 0, "e_tot_ha": -1940.59534, "relative_energy_kj_mol": 1634.22, "smiles": "Cc1ccc(N(C(=O)c2csnn2)[C@H](C(=O)NC(C)(C)C)c2cccs2)cc1", "e_lumo_ev": -0.98, "elements": ["C", "C", "C", "C", "C", "C", "C", "H", "H", "N", "C", "O", "C", "C", "S", "N", "N", "H", "C", "C", "C", "C", "C", "S", "H", "H", "H", "H", "C", "O", "N", "H", "C", "C", "H", "H", "H", "C", "H", "H", "H", "C", "H", "H", "H", "H", "H", "H", "H", "H"], "xyz": [[2.368097, 3.763499, 3.670676], [1.745722, 2.752100, 2.566892], [0.509351, 3.045386, 1.932955], [0.069473, 2.249410, 1.057908], [0.826819, 0.955884, 0.765981], [1.878768, 0.764200, 1.536373], [2.450459, 1.753484, 2.465136], [3.327940, 1.137269, 2.970208], [2.305407, -0.366042, 1.365584], [0.071902, 0.156068, -0.130566], [-0.400458, -1.179262, 0.371837], [-0.519441, -2.095293, -0.461589], [-0.149406, -1.455993, 1.583575], [-0.110786, -2.617051, 2.307259], [-0.269186, -2.588261, 3.949809], [-0.869840, -0.781044, 3.807116], [-0.718834, -0.414870, 2.468063], [0.399225, -3.402337, 1.842861], [0.017292, 0.445271, -1.528623], [1.310798, 0.147977, -2.048253], [1.700627, -1.247154, -2.587228], [2.888659, -1.187088, -2.904441], [3.606495, -0.187145, -2.786561], [2.716713, 1.208267, -2.028692], [4.712310, -0.308205, -3.000881], [3.318528, -2.239139, -3.572736], [1.039882, -1.875464, -2.795393], [0.000407, 1.561940, -1.452472], [-1.109850, 0.247086, -2.225672], [-1.067010, -0.105898, -3.498319], [-2.338864, 0.141716, -1.535297], [-2.102499, 0.327303, -0.574504], [-3.632051, -0.236155, -2.037290], [-3.364122, -1.678091, -2.467575], [-4.405236, -2.062912, -2.673560], [-3.259061, -2.339783, -1.560938], [-2.786052, -1.976984, -3.320452], [-4.664355, 0.174576, -0.838036], [-4.618144, 0.981384, -0.505806], [-5.635265, -0.313700, -0.982911], [-4.262598, -0.508812, -0.111743], [-4.120467, 0.832555, -3.054617], [-3.231643, 0.593229, -3.949633], [-3.980938, 1.748050, -2.944925], [-4.965976, 0.206286, -3.461080], [-0.861386, 2.542509, 0.444234], [0.216111, 4.152995, 2.108402], [3.545826, 3.837032, 3.369990], [2.219098, 3.173233, 4.734462], [1.970164, 4.730397, 3.804809]], "atomic_forces_ev_per_a": [[2.0065, -3.4949, 0.5488], [-2.1467, 9.8399, 4.8719], [2.5765, 5.9401, 3.5026], [-2.3520, -3.9719, -5.4516], [-4.4165, 4.5486, -0.0866], [2.6700, -4.2804, -0.6890], [4.3559, -12.2926, -2.5392], [-1.5089, 2.8268, -0.4343], [-0.3814, 2.9452, 0.7510], [-1.8509, -4.1293, 3.5071], [3.0571, 1.6580, -13.6154], [-1.1579, 1.2647, 0.5831], [-2.7780, 0.6346, 13.9397], [1.8821, 0.1994, -0.8347], [-1.2443, 2.8812, -0.4409], [1.5914, -0.3667, -6.2257], [0.1695, -2.9503, 5.9231], [0.1224, -1.7386, -0.5854], [4.8760, 4.7867, 4.4096], [3.3621, -4.6929, -3.0071], [-6.6440, 10.3400, 6.0174], [6.4506, -10.5673, -6.4341], [7.0477, 7.5562, 1.2591], [-0.3320, -3.2556, -1.1421], [-1.4611, 1.2861, 0.4179], [-0.7949, 3.1849, 2.2126], [-5.5783, -5.3503, -1.3744], [0.0666, 0.0377, -0.3474], [-8.5422, -5.7339, -8.1499], [0.0578, 2.1089, 4.6875], [4.7830, 2.4329, 0.2572], [-1.1203, -0.0569, 0.5119], [0.0607, 3.6242, 1.1315], [-5.1525, -1.6932, 1.5544], [0.5296, 0.1378, -0.6148], [0.9864, 0.9300, -0.7294], [0.7333, 0.6900, -0.0385], [0.8605, -16.7956, -5.2990], [0.6114, 13.1454, 4.3312], [-0.0606, 0.8859, -0.4197], [0.0706, -0.2082, 1.3919], [2.7841, -13.0132, -6.0050], [-2.5237, 0.9191, 1.8010], [0.0421, 8.0474, 1.8749], [-0.0352, 2.1845, 0.0329], [1.4695, -0.8416, 0.9067], [-0.2900, -2.2368, -0.3015], [-2.9015, -0.0502, 1.1801], [0.7181, 1.6106, -2.5780], [-0.6686, 1.0736, -0.2614]], "lowdin_charge": [-0.040, -0.329, -0.081, -0.031, -0.272, -0.033, -0.099, 0.175, 0.180, 0.041, -0.384, 0.118, -0.323, -0.409, 0.979, -0.156, 0.043, 0.075, -0.352, -0.358, -0.061, -0.390, -0.387, 1.044, 0.103, 0.211, 0.042, 0.177, -0.351, -0.001, 0.098, 0.118, -0.524, -0.028, 0.086, 0.098, 0.079, 0.030, -0.051, 0.103, 0.074, -0.014, 0.149, -0.018, 0.105, 0.148, 0.155, 0.118, 0.123, 0.019]}

(3)
{"formula": "C29H53BN7O2S3W", "method": "ωB97M-V/def2-TZVPD", "homo_lumo_gap_ev": [7.5, 8.5], "multiplicity": 3, "homo_energy_ev": [-9.3, -10.5], "total_charge": 1, "e_tot_ha": -2957.06824, "e_lumo_ev": [-1.77, -1.98], "elements": ["W", "C", "C", "C", "C", "N", "C", "C", "N", "B", "N", "C", "C", "N", "C", "S", "C", "C", "C", "C", "N", "C", "C", "N", "C", "S", "C", "C", "C", "C", "C", "S", "H", "H", "H", "H", "H", "H", "H", "H", "H", "H", "H", "H", "H", "H", "H", "H", "H", "H", "H", "H", "H", "H", "H", "H", "H", "H", "H", "H", "H", "H", "H", "H", "H", "H", "C", "O", "C", "C", "O", "C", "H", "H", "H", "H", "H", "H", "H", "H", "H", "H", "C", "C", "C", "C", "N", "H", "H", "H", "H", "H", "H", "H", "H", "H"], "xyz": [[0.677775, 0.574140, -0.191671], [-1.918416, 1.068179, -4.374420], [-2.688920, 1.798698, -3.277395], [-1.855927, 2.968831, -2.782192], [-4.025546, 2.323738, -3.797125], [-2.986688, 0.775605, -2.213929], [-3.789410, -0.300858, -2.541206], [-3.863008, -1.091687, -1.455598], [-3.107048, -0.514393, -0.463406], [-2.907805, -1.326197, 0.845635], [-2.536069, -0.475730, 2.077037], [-3.541332, 0.120931, 2.804542], [-2.971295, 0.841728, 3.786921], [-1.602715, 0.690496, 3.661127], [-1.354653, -0.112549, 2.601293], [0.215604, -0.629599, 2.056585], [-0.603738, 1.288114, 4.606566], [0.118506, 0.167011, 5.345437], [0.360145, 2.167144, 3.814182], [-1.346437, 2.158643, 5.617387], [-1.953062, -2.528472, 0.608637], [-2.145138, -3.681960, 1.335653], [-1.248038, -4.592980, 0.917240], [-0.489780, -3.993906, -0.072436], [-0.924010, -2.718977, -0.229686], [-0.296154, -1.566240, -1.366385], [0.588212, -4.701888, -0.842369], [1.917652, -3.997556, -0.598088], [0.214190, -4.742650, -2.321346], [0.694249, -6.136287, -0.330456], [-2.568544, 0.615957, -0.938961], [-1.529948, 1.667325, 0.000873], [-1.664760, 1.778043, -5.160865], [-2.497863, 0.261594, -4.823118], [-0.996112, 0.645426, -3.972451], [-1.719920, 3.636030, -3.635182], [-0.876833, 2.656839, -2.431012], [-2.349777, 3.524406, -1.986951], [-3.833593, 3.080832, -4.556406], [-4.599142, 2.784070, -2.992685], [-4.633562, 1.547083, -4.258090], [-4.242478, -0.405980, -3.507033], [-4.387571, -2.015016, -1.297839], [-3.984273, -1.806337, 1.101945], [-4.576153, -0.025449, 2.560012], [-3.424342, 1.437387, 4.552351], [0.656867, -0.477549, 4.655704], [-0.589429, -0.432777, 5.918377], [0.836056, 0.604243, 6.039804], [1.056446, 1.565142, 3.241057], [0.918344, 2.789555, 4.513290], [-0.181029, 2.821600, 3.128539], [-2.022409, 1.579147, 6.246206], [-1.900184, 2.964190, 5.135000], [-0.603785, 2.612217, 6.271260], [-2.926186, -3.760522, 2.068070], [-1.105524, -5.608502, 1.224257], [1.909836, -2.980457, -0.982334], [2.706634, -4.561345, -1.097291], [2.136065, -3.976098, 0.471437], [0.141784, -3.747319, -2.749848], [-0.737108, -5.257984, -2.458386], [0.981824, -5.296968, -2.861397], [0.970917, -6.179939, 0.722887], [1.482553, -6.627968, -0.898317], [-0.224160, -6.701251, -0.487603], [2.550255, -0.412448, -2.863598], [2.608210, -0.686643, -1.466595], [3.938108, -0.665180, -0.963478], [3.830228, -1.052396, 0.485583], [2.909439, -0.170986, 1.114576], [3.533684, 0.844014, 1.890439], [3.266112, -1.046142, -3.393839], [2.770891, 0.639491, -3.057768], [1.544295, -0.645526, -3.205713], [4.370784, 0.333777, -1.086146], [4.556520, -1.385138, -1.512902], [4.805818, -1.021763, 0.977794], [3.425481, -2.060147, 0.579475], [3.882029, 0.428840, 2.839423], [2.798044, 1.622192, 2.073540], [4.378484, 1.279938, 1.352882], [3.616997, 3.075974, -1.254211], [2.149771, 3.320884, -0.918247], [1.459833, 4.025009, -2.084090], [2.034247, 4.163008, 0.349483], [1.474626, 2.054462, -0.690340], [4.125534, 4.030818, -1.394470], [3.722388, 2.500704, -2.174281], [4.117962, 2.544703, -0.447371], [2.004384, 4.932040, -2.352440], [0.441417, 4.306514, -1.820800], [1.419328, 3.369513, -2.955732], [2.346944, 5.189911, 0.155283], [2.663070, 3.763849, 1.147442], [1.001328, 4.179772, 0.700267]], "atomic_forces_ev_per_a": [[-0.2320, 0.1376, -0.2791], [0.0606, 0.0176, -0.0718], [-0.0067, -0.1209, 0.1252], [-0.0125, 0.0271, -0.0399], [-0.0137, 0.0532, -0.0300], [-0.0660, 0.0850, -0.1104], [0.0158, -0.0638, 0.1316], [0.0058, 0.0776, -0.1008], [-0.0923, -0.1125, 0.0890], [-0.0545, -0.0483, 0.0074], [-0.0214, -0.0044, -0.1230], [0.0494, 0.0369, 0.0262], [0.0077, -0.0259, -0.0827], [0.0414, -0.0373, 0.1431], [0.1514, -0.0961, -0.0082], [-0.0996, 0.0448, 0.0005], [-0.1328, 0.0488, -0.1305], [0.0260, 0.0167, 0.0301], [0.0631, 0.1040, 0.0693], [0.0516, 0.0047, 0.0193], [-0.0426, 0.1618, 0.1971], [0.0018, -0.0893, -0.0661], [-0.0507, 0.0876, -0.0099], [0.0898, -0.0904, -0.0347], [0.0857, -0.0222, -0.2086], [-0.0503, 0.1860, 0.1448], [-0.1282, 0.0326, 0.1381], [0.0285, -0.0160, -0.0316], [0.0228, -0.0095, -0.0083], [0.0673, -0.0088, -0.0399], [0.2127, 0.1734, 0.0510], [0.1195, -0.2297, -0.0959], [0.0244, -0.0041, -0.0367], [-0.0098, 0.0064, 0.0125], [0.0136, 0.0109, 0.0146], [0.0048, 0.0159, 0.0109], [-0.0377, -0.0371, -0.0297], [-0.0103, -0.0083, -0.0094], [-0.0011, 0.0176, -0.0092], [-0.0008, 0.0050, 0.0166], [-0.0038, -0.0034, 0.0018], [-0.0205, -0.0164, -0.0158], [-0.0405, -0.0472, 0.0120], [0.0427, -0.0007, -0.0404], [-0.0509, -0.0152, -0.0163], [-0.0164, 0.0052, 0.0323], [0.0111, -0.0255, 0.0086], [-0.0112, -0.0112, 0.0042], [0.0114, 0.0100, 0.0271], [-0.0162, 0.0180, -0.0089], [0.0605, 0.0164, -0.0048], [-0.0343, 0.0082, 0.0229], [-0.0138, -0.0206, -0.0172], [0.0085, 0.0254, -0.0105], [0.0053, 0.0064, 0.0137], [-0.0241, 0.0051, 0.0496], [0.0043, -0.0231, 0.0360], [0.0009, -0.0169, -0.0057], [0.0403, 0.0140, -0.0102], [-0.0097, -0.0107, 0.0170], [0.0012, 0.0187, -0.0061], [-0.0189, -0.0044, -0.0001], [0.0075, -0.0130, -0.0201], [0.0110, 0.0133, 0.0166], [0.0040, -0.0217, 0.0039], [-0.0235, 0.0029, -0.0127], [0.0505, -0.0273, 0.0332], [0.0743, 0.0576, -0.0800], [-0.0380, -0.0506, -0.1144], [-0.0079, -0.0137, 0.0590], [-0.0065, 0.0053, -0.0035], [0.0027, 0.0001, 0.0324], [-0.0300, 0.0106, -0.0155], [0.0084, -0.0031, -0.0102], [-0.0023, 0.0094, 0.0345], [-0.0102, -0.0133, 0.0294], [-0.0284, 0.0248, 0.0161], [-0.0336, 0.0160, -0.0089], [0.0142, 0.0206, -0.0282], [0.0017, 0.0143, -0.0066], [-0.0162, -0.0341, 0.0037], [0.0250, 0.0251, 0.0009], [0.0508, 0.0324, -0.0720], [-0.3257, -0.2125, -0.0113], [0.0374, 0.1152, -0.0783], [-0.0097, 0.1317, 0.1093], [0.2170, -0.3261, 0.3528], [0.0038, 0.0109, -0.0036], [-0.0162, -0.0081, -0.0225], [0.0089, -0.0270, 0.0512], [-0.0004, -0.0039, -0.0045], [-0.0181, 0.0015, 0.0506], [0.0371, 0.0109, -0.0082], [0.0381, 0.0161, -0.0008], [-0.0261, -0.0321, -0.0157], [-0.0059, 0.0094, -0.0368]], "lowdin_charge": [1.005, -0.017, -0.532, -0.092, -0.024, 0.020, -0.032, -0.035, 0.029, -0.573, 0.031, -0.032, -0.020, 0.016, -0.645, 0.662, -0.538, -0.032, -0.042, -0.049, 0.039, -0.031, -0.021, 0.018, -0.624, 0.666, -0.538, -0.039, -0.035, -0.051, -0.628, 0.654, 0.096, 0.084, 0.082, 0.100, 0.020, 0.078, 0.096, 0.099, 0.078, 0.124, 0.133, 0.127, 0.129, 0.117, 0.039, 0.095, 0.096, 0.015, 0.095, 0.094, 0.090, 0.094, 0.095, 0.130, 0.116, 0.032, 0.099, 0.094, 0.037, 0.096, 0.094, 0.092, 0.096, 0.092, -0.093, -0.358, -0.178, -0.167, -0.347, -0.084, 0.101, 0.078, 0.053, 0.119, 0.141, 0.140, 0.113, 0.106, 0.055, 0.089, -0.040, -0.694, -0.052, -0.043, -0.214, 0.095, 0.072, 0.058, 0.091, 0.073, 0.082, 0.090, 0.071, 0.079]}

Please write out number 1 again, unchanged.
{"formula": "C6H10NO", "method": "ωB97M-V/def2-TZVPD", "homo_lumo_gap_ev": [5.4, 5.4], "homo_energy_ev": [-1.3, -1.3], "total_charge": -1, "e_tot_ha": -364.45089, "relative_energy_kj_mol": 272.88, "e_lumo_ev": [4.11, 4.11], "elements": ["C", "C", "C", "C", "C", "C", "N", "O", "H", "H", "H", "H", "H", "H", "H", "H", "H", "H"], "xyz": [[-0.932742, -1.681338, -0.086700], [0.250838, -1.121423, -0.185570], [-2.076456, -0.747480, 0.179295], [0.391089, 0.310138, 0.077923], [0.597661, 1.164412, -1.174153], [1.420836, 0.535798, 1.186814], [-1.556933, 0.567970, 0.707965], [-2.118316, 1.538755, 0.116827], [-1.148410, -2.839081, -0.372531], [1.166502, -1.617091, -0.224176], [-2.511922, -0.484606, -0.715827], [-2.817972, -1.226479, 0.872291], [1.616949, 0.872893, -1.587708], [0.505702, 2.241363, -0.934226], [-0.150471, 0.894679, -1.827868], [2.193853, -0.231174, 1.075871], [0.686043, 0.607004, 2.071260], [1.891871, 1.603613, 1.215759]], "atomic_forces_ev_per_a": [[-1.3392, -2.7566, -0.9551], [-0.2089, 1.1203, 0.6825], [1.1477, -0.7031, 1.8515], [-0.9356, 1.0895, -0.2511], [1.9441, -0.3728, 2.1703], [-1.8929, 2.6264, 0.4575], [2.1744, -1.2003, 0.9973], [-0.6537, 0.9994, -0.7669], [0.6112, 2.6681, 0.9437], [1.5064, -1.6259, -0.6033], [-1.5711, 0.4268, -2.2079], [0.4122, 0.6066, -0.4160], [-0.9310, 0.7330, 0.0821], [0.2256, -0.4803, -0.1625], [-1.6356, -0.3645, -1.8726], [0.0307, 0.0095, 0.9583], [1.7041, -0.9883, -0.3802], [-0.5884, -1.7878, -0.5278]], "lowdin_charge": [-0.120, -0.176, -0.245, -0.450, -0.092, -0.108, -0.217, -0.311, 0.120, 0.061, 0.054, 0.100, 0.082, 0.073, 0.024, 0.044, 0.080, 0.080]}

Q: Number 1 is which compound?
A: C6H10NO